## w
Density functional theory data (ωB97M-V/def2-TZVPD) for 2 unconnected molecules or ions with the total composition C5H14.

Cartesian coordinates (Å):
C  -0.25261  -1.62558  0.22430
C  1.04210  -1.92410  0.94476
C  1.94030  -0.66691  0.78453
H  -1.26017  -1.86144  0.68088
H  -0.47619  -0.57610  -0.07371
H  -0.33037  -2.27366  -0.69149
H  1.56236  -2.85649  0.56920
H  0.58932  -1.99731  2.07255
H  2.92298  -1.02321  0.47197
H  2.09618  -0.30795  1.87625
H  1.65251  0.24226  0.21987
C  -1.91206  1.98070  -1.28953
C  -0.55415  1.76482  -0.48087
H  -2.27725  1.01907  -1.76111
H  -2.72563  2.43805  -0.54243
H  -1.61197  2.56001  -2.19277
H  -0.03747  2.73663  -0.35905
H  0.32447  1.09793  -0.96254
H  -0.69235  1.27327  0.50919

Kohn-Sham gap: 11.5974 eV
2S+1: 1
Structure (SMILES): CCC.CC
HOMO energy: -10.5079 eV



## x
Density functional theory data (ωB97M-V/def2-TZVPD) for 2 unconnected molecules or ions with the total composition C5H14.

Cartesian coordinates (Å):
C  -0.47847  1.75530  -0.51919
C  1.00672  1.48337  -0.21419
C  1.51065  0.21125  -0.89126
H  -1.23333  0.92484  -0.26577
H  -0.81522  2.64799  0.08537
H  -0.64153  1.83867  -1.62962
H  1.61349  2.34921  -0.52631
H  1.08434  1.38161  0.91167
H  1.17787  0.11018  -1.85261
H  2.60657  0.24421  -0.88764
H  1.20292  -0.65588  -0.35562
C  -0.36167  -1.68348  1.34657
C  -1.40569  -1.34786  0.22758
H  -0.97778  -2.18948  2.04097
H  0.36300  -2.51433  1.00090
H  0.12529  -0.82780  1.76521
H  -0.79983  -0.77311  -0.38152
H  -2.27806  -0.78947  0.54034
H  -1.69926  -2.16522  -0.39487

Kohn-Sham gap: 11.9825 eV
2S+1: 1
Structure (SMILES): CCC.CC
HOMO energy: -10.8141 eV



## y
Density functional theory data (ωB97M-V/def2-TZVPD) for 2 unconnected molecules or ions with the total composition C5H14.

Cartesian coordinates (Å):
C  -0.06435  0.86396  1.10402
C  1.32420  1.43455  1.37879
C  2.43614  0.37694  1.32443
H  -0.86512  1.31527  1.70636
H  -0.28243  -0.16333  1.39966
H  -0.30632  0.98057  0.05079
H  1.52865  2.22806  0.66306
H  1.35948  1.88692  2.36789
H  2.94438  0.51447  0.36868
H  3.17438  0.42747  2.13258
H  2.10210  -0.64662  1.43151
C  -1.29790  -1.81053  -1.60001
C  -2.10031  -0.49389  -1.82201
H  -1.32946  -2.16796  -0.57648
H  -1.59915  -2.59132  -2.30731
H  -0.29591  -1.60628  -1.95337
H  -2.92246  -0.30752  -1.13649
H  -2.43699  -0.53986  -2.84812
H  -1.36893  0.29911  -1.68397

Kohn-Sham gap: 12.3887 eV
2S+1: 1
Structure (SMILES): CCC.CC
HOMO energy: -11.2292 eV



## z
Density functional theory data (ωB97M-V/def2-TZVPD) for 2 unconnected molecules or ions with the total composition C5H14.

Cartesian coordinates (Å):
C  1.27351  -1.07422  0.97654
C  2.30873  -0.13365  0.34993
C  1.92332  0.41911  -1.03057
H  0.47808  -0.46052  1.43764
H  1.71345  -1.72432  1.72568
H  0.65970  -1.51201  0.18713
H  2.60799  0.67691  1.00915
H  3.23243  -0.71491  0.23987
H  0.87734  0.17003  -1.20260
H  2.07001  1.49605  -1.05892
H  2.52643  -0.01503  -1.82237
C  -2.56000  0.37376  0.63856
C  -2.34396  0.33928  -0.85392
H  -3.62819  0.28853  0.85191
H  -2.20076  -0.40572  1.28754
H  -2.23186  1.30978  1.08228
H  -1.31628  0.55622  -1.17202
H  -2.97494  1.06945  -1.34145
H  -2.41501  -0.65875  -1.30438

Kohn-Sham gap: 12.1867 eV
2S+1: 1
Structure (SMILES): CCC.CC
HOMO energy: -11.0231 eV



Winner for stability: z



## w
Density functional theory data (ωB97M-V/def2-TZVPD) for 2 unconnected molecules or ions with the total composition C5H14.

Cartesian coordinates (Å):
C  1.11580  0.43173  1.00197
C  0.65203  1.67341  1.80674
C  -0.63994  2.28517  1.26766
H  0.61142  -0.49716  1.26770
H  2.20296  0.42944  1.05925
H  0.82370  0.47800  -0.03767
H  0.71647  1.37669  2.86015
H  1.43919  2.38634  1.68682
H  -0.96772  1.71204  0.37240
H  -1.50978  2.26348  1.95471
H  -0.56633  3.28002  0.82666
C  -0.17348  -2.58137  -1.37396
C  -0.81449  -1.37466  -2.08225
H  -0.67911  -2.73855  -0.41519
H  -0.52426  -3.44348  -1.97486
H  0.90595  -2.62275  -1.54490
H  0.00261  -0.74724  -2.53871
H  -1.10350  -0.66562  -1.29094
H  -1.49153  -1.64550  -2.84557

Kohn-Sham gap: 12.4354 eV
2S+1: 1
Structure (SMILES): CCC.CC
HOMO energy: -11.3057 eV



## x
Density functional theory data (ωB97M-V/def2-TZVPD) for 2 unconnected molecules or ions with the total composition C5H14.

Cartesian coordinates (Å):
C  -0.54160  -1.41754  -0.90890
C  -1.73069  -0.50850  -1.20217
C  -1.46148  0.49371  -2.33900
H  -0.16718  -1.75706  -1.87570
H  -0.79227  -2.31926  -0.35435
H  0.31646  -0.89055  -0.50690
H  -2.64042  -1.09518  -1.35778
H  -1.91740  0.07987  -0.29717
H  -0.56189  0.16147  -2.86185
H  -2.23069  0.44727  -3.10529
H  -1.25297  1.48593  -1.93883
C  1.24096  -0.01603  2.20105
C  2.00672  1.32264  2.02286
H  0.85590  -0.36411  1.24892
H  1.84887  -0.80977  2.60252
H  0.37223  0.27302  2.77901
H  2.94303  1.28148  2.58615
H  1.40268  2.16552  2.32010
H  2.30973  1.46706  0.98733

Kohn-Sham gap: 12.3542 eV
2S+1: 1
Structure (SMILES): CCC.CC
HOMO energy: -11.2478 eV



Winner for stability: x



## w
Density functional theory data (ωB97M-V/def2-TZVPD) for 2 unconnected molecules or ions with the total composition C5H14.

Cartesian coordinates (Å):
C  1.85511  2.64115  0.48841
C  0.69103  2.05352  -0.26709
C  0.85790  0.55606  -0.61146
H  2.69621  2.50057  -0.19624
H  2.10588  2.08204  1.41158
H  1.82153  3.70717  0.73935
H  -0.28953  2.45586  0.05838
H  0.45457  2.67074  -1.16775
H  0.28645  -0.18278  -0.06688
H  0.71048  0.31527  -1.69886
H  1.89282  0.33231  -0.36246
C  -2.11730  -1.78366  0.19029
C  -1.16990  -2.95971  0.28503
H  -2.47718  -1.49119  1.17513
H  -1.54360  -0.96405  -0.22013
H  -3.00985  -1.82598  -0.44247
H  -1.30310  -3.61619  -0.58486
H  -1.35969  -3.69913  1.08899
H  -0.10185  -2.79200  0.18106

Kohn-Sham gap: 11.6104 eV
2S+1: 1
Structure (SMILES): CCC.CC
HOMO energy: -10.4728 eV



## x
Density functional theory data (ωB97M-V/def2-TZVPD) for 2 unconnected molecules or ions with the total composition C5H14.

Cartesian coordinates (Å):
C  0.77693  0.51299  1.25603
C  -0.35079  -0.47589  1.58419
C  -1.23407  -0.01179  2.65834
H  0.46132  1.52861  1.49728
H  1.14073  0.43958  0.22561
H  1.59737  0.31546  2.02661
H  -0.89470  -0.68994  0.63719
H  0.03715  -1.58228  1.78027
H  -0.65479  0.02514  3.57999
H  -1.70643  0.98019  2.35281
H  -2.12369  -0.69670  2.87611
C  -0.30960  0.27444  -2.59812
C  1.13035  -0.34904  -2.54341
H  -0.32332  1.25411  -3.02479
H  -0.99485  -0.54829  -2.94955
H  -0.71389  0.41442  -1.58601
H  1.63476  -0.06987  -1.69127
H  0.88778  -1.36731  -2.64114
H  1.63974  0.04617  -3.44015

Kohn-Sham gap: 12.0300 eV
2S+1: 1
Structure (SMILES): CCC.CC
HOMO energy: -10.8744 eV



Winner for stability: x



## w
Density functional theory data (ωB97M-V/def2-TZVPD) for 2 unconnected molecules or ions with the total composition C5H14.

Cartesian coordinates (Å):
C  -0.18071  -1.26664  1.53630
C  -0.03189  0.26281  1.60860
C  -0.80948  0.78136  2.79129
H  -0.80023  -1.76194  2.28989
H  -0.57249  -1.52526  0.55375
H  0.71263  -1.87920  1.71326
H  -0.42961  0.57019  0.66370
H  0.97913  0.66637  1.52602
H  -0.46513  0.69010  3.81665
H  -1.88240  0.61063  2.64101
H  -0.98636  1.87203  2.72893
C  0.01885  -0.05704  -2.28626
C  1.10080  0.28749  -3.27298
H  0.09472  -1.07987  -1.91913
H  0.04421  0.55806  -1.37780
H  -1.02468  0.19129  -2.51076
H  1.10733  1.31718  -3.62786
H  2.04451  0.14372  -2.74163
H  1.08080  -0.38128  -4.13298

Kohn-Sham gap: 12.2023 eV
2S+1: 1
Structure (SMILES): CCC.CC
HOMO energy: -11.0824 eV



## x
Density functional theory data (ωB97M-V/def2-TZVPD) for 2 unconnected molecules or ions with the total composition C5H14.

Cartesian coordinates (Å):
C  0.55575  -0.28969  -2.80641
C  0.69798  -0.27500  -1.35168
C  2.12783  -0.09556  -0.90282
H  1.22188  -0.96435  -3.24128
H  0.74181  0.73646  -3.08503
H  -0.41512  -0.63842  -3.14749
H  0.14197  0.45947  -0.93237
H  0.29735  -1.20429  -0.99160
H  2.71085  -0.86108  -1.41783
H  2.49809  0.90086  -1.13375
H  2.22890  -0.23787  0.24052
C  -1.31335  0.69339  1.76589
C  -1.84956  -0.11742  2.93843
H  -2.09594  0.98225  1.09647
H  -0.85841  1.58199  2.13122
H  -0.56668  0.15302  1.16863
H  -1.11344  -0.32045  3.72373
H  -2.34849  -1.03833  2.61830
H  -2.66140  0.53501  3.32710

Kohn-Sham gap: 12.4340 eV
2S+1: 1
Structure (SMILES): CCC.CC
HOMO energy: -11.3449 eV



Winner for stability: x



## w
Density functional theory data (ωB97M-V/def2-TZVPD) for 2 unconnected molecules or ions with the total composition C5H14.

Cartesian coordinates (Å):
C  1.45832  -1.27039  -0.86007
C  2.68122  -1.47395  0.01688
C  2.65615  -0.66389  1.31041
H  0.93599  -2.17307  -1.16439
H  0.68338  -0.61183  -0.45005
H  1.73369  -0.77602  -1.79726
H  2.86320  -2.52937  0.23391
H  3.57692  -1.14932  -0.51748
H  2.45856  0.37519  1.09961
H  3.62575  -0.68994  1.80917
H  1.89626  -0.98914  2.02275
C  -3.56453  1.84916  0.27549
C  -2.55679  1.16987  -0.64281
H  -4.25616  2.43199  -0.32948
H  -4.11004  1.09501  0.84670
H  -3.09657  2.46313  1.03571
H  -2.30864  0.13234  -0.40926
H  -1.65027  1.72791  -0.86119
H  -3.02646  1.08233  -1.61861

Kohn-Sham gap: 12.3454 eV
2S+1: 1
Structure (SMILES): CCC.CC
HOMO energy: -11.2572 eV



## x
Density functional theory data (ωB97M-V/def2-TZVPD) for 2 unconnected molecules or ions with the total composition C5H14.

Cartesian coordinates (Å):
C  -2.28876  -0.50341  1.33566
C  -0.86303  -0.58417  0.80067
C  -0.42358  -2.04950  0.77138
H  -2.73179  0.48533  1.43382
H  -2.30028  -1.00084  2.31154
H  -2.97788  -1.06318  0.69972
H  -0.80445  -0.18289  -0.20960
H  -0.20527  0.02815  1.41276
H  -0.31496  -2.47287  1.76165
H  -1.05855  -2.60889  0.07932
H  0.55544  -2.11604  0.28902
C  2.33555  1.17565  -1.49140
C  1.00911  1.84675  -1.19735
H  2.32482  0.09147  -1.60435
H  2.84911  1.58283  -2.35816
H  3.02229  1.34778  -0.64987
H  1.05710  2.91482  -1.37043
H  0.58401  1.69189  -0.20582
H  0.23114  1.41710  -1.80853

Kohn-Sham gap: 12.6686 eV
2S+1: 1
Structure (SMILES): CCC.CC
HOMO energy: -11.5374 eV



## y
Density functional theory data (ωB97M-V/def2-TZVPD) for 2 unconnected molecules or ions with the total composition C5H14.

Cartesian coordinates (Å):
C  -0.90525  0.16469  1.52123
C  -1.56888  0.97141  0.42069
C  -0.97460  2.37695  0.25370
H  0.18619  0.14628  1.42985
H  -1.27716  -0.85215  1.52918
H  -1.12847  0.64837  2.47919
H  -1.64875  0.48007  -0.55958
H  -2.63162  1.07173  0.64463
H  0.10871  2.30102  0.24627
H  -1.31762  2.81129  -0.67690
H  -1.27351  2.97428  1.11421
C  2.31091  -1.73074  -0.73950
C  0.94273  -1.69132  -1.39218
H  2.85367  -2.66640  -0.85098
H  2.94106  -0.90789  -1.08804
H  2.25012  -1.51437  0.32617
H  0.97119  -2.04466  -2.42846
H  0.25264  -2.30341  -0.80486
H  0.50400  -0.69666  -1.40187

Kohn-Sham gap: 12.3938 eV
2S+1: 1
Structure (SMILES): CCC.CC
HOMO energy: -11.2490 eV



Winner for stability: y



## w
Density functional theory data (ωB97M-V/def2-TZVPD) for 2 unconnected molecules or ions with the total composition C5H14.

Cartesian coordinates (Å):
C  0.67421  0.69846  -0.98291
C  2.09474  1.26805  -1.07546
C  3.19856  0.15403  -1.15208
H  0.52355  0.24186  -0.00920
H  -0.11845  1.40510  -1.23256
H  0.55347  -0.04723  -1.77611
H  2.17298  1.91465  -1.94651
H  2.35755  1.81504  -0.17314
H  3.98894  0.34285  -0.43108
H  3.59688  0.11262  -2.15956
H  2.71928  -0.77661  -0.84329
C  -2.94802  -0.56568  2.10390
C  -2.47943  -1.17924  0.80580
H  -2.23583  -0.72359  2.91521
H  -3.07339  0.51962  2.01487
H  -3.89827  -0.95363  2.47124
H  -1.55831  -0.77738  0.39939
H  -3.28075  -1.20464  0.06684
H  -2.28773  -2.24429  1.00465

Kohn-Sham gap: 12.3760 eV
2S+1: 1
Structure (SMILES): CCC.CC
HOMO energy: -11.2687 eV



## x
Density functional theory data (ωB97M-V/def2-TZVPD) for 2 unconnected molecules or ions with the total composition C5H14.

Cartesian coordinates (Å):
C  -1.30867  1.46081  0.80576
C  -0.13835  1.66848  1.81483
C  1.12429  0.95494  1.41166
H  -1.01159  0.87524  -0.05454
H  -2.19442  1.03516  1.26465
H  -1.53478  2.42332  0.33013
H  -0.52121  1.31521  2.78002
H  -0.06047  2.73546  2.01550
H  0.96312  0.02490  0.86924
H  1.71221  0.60939  2.27690
H  1.87396  1.54687  0.88202
C  -0.49349  -1.50547  -1.76978
C  0.79207  -2.38277  -2.04893
H  -0.61773  -0.99556  -2.72098
H  -1.33367  -2.05957  -1.37880
H  -0.18147  -0.76024  -1.04776
H  0.68816  -2.75070  -3.06167
H  0.86242  -3.22289  -1.36099
H  1.66585  -1.76409  -1.87264

Kohn-Sham gap: 12.2141 eV
2S+1: 1
Structure (SMILES): CCC.CC
HOMO energy: -11.0853 eV



Winner for stability: w